1.
{
  "formula": "C5H11BO2",
  "method": "ωB97M-V/def2-TZVPD",
  "e_homo_ev": -10.3,
  "molar_mass_g_mol": 113.953,
  "multiplicity": 1,
  "orbital_gap_ha": 0.4046,
  "total_energy_ev": -10136.171,
  "e_above_lowest_kcal_mol": 5.9,
  "smiles": "CC(C)B1OCCO1",
  "total_charge": 0,
  "symbols": ["O", "O", "C", "C", "C", "C", "C", "B", "H", "H", "H", "H", "H", "H", "H", "H", "H", "H", "H"],
  "coordinates": [[1.48485, -0.77614, 0.00163], [-0.37480, -1.18720, -1.19358], [-1.76867, 1.27504, 0.01116], [-0.78825, 0.33572, 0.80619], [1.96582, -1.61996, -1.04735], [0.09637, 1.11886, 1.85770], [0.68099, -1.78899, -1.91040], [0.17540, -0.52323, -0.13109], [-2.58973, 0.79702, -0.60820], [1.06326, 0.51196, 2.14244], [-1.39369, 1.91549, -0.73009], [-1.34822, -0.40971, 1.30405], [-2.36887, 1.87463, 0.62400], [2.76412, -1.03230, -1.39282], [0.37898, -2.86287, -2.05169], [2.35022, -2.56647, -0.68377], [-0.55810, 1.38859, 2.72154], [0.45684, 2.08343, 1.38306], [0.94918, -1.35431, -2.84964]],
  "lowdin_charge": [0.106, 0.109, -0.071, -0.251, -0.092, -0.080, -0.128, -0.638, 0.097, 0.104, 0.052, 0.108, 0.044, 0.109, 0.141, 0.122, 0.073, 0.087, 0.111]
}

=====

2.
{
  "formula": "C9H14O",
  "method": "ωB97M-V/def2-TZVPD",
  "e_homo_ev": [-14.1, -14.1],
  "molar_mass_g_mol": 138.210,
  "multiplicity": 2,
  "orbital_gap_ha": [0.3771, 0.2410],
  "total_energy_ev": -11598.782,
  "e_above_lowest_kcal_mol": 18.1,
  "total_charge": 1,
  "s_squared": 0.767,
  "symbols": ["O", "C", "C", "C", "C", "C", "C", "C", "C", "C", "H", "H", "H", "H", "H", "H", "H", "H", "H", "H", "H", "H", "H", "H"],
  "coordinates": [[0.95849, -0.83363, 2.95142], [1.60877, 1.09442, 0.05535], [1.06693, 0.22894, -0.92673], [-3.06642, 0.03192, -0.71711], [1.20722, -0.60772, 1.66681], [0.69413, -1.10388, -0.58156], [0.77814, -1.54383, 0.72359], [0.80566, 0.65446, -2.34876], [-3.81102, 1.09733, -1.53034], [1.65658, 0.70722, 1.37351], [1.81929, 1.42069, 2.16956], [-3.56427, 0.09574, 0.26398], [-4.18606, 0.75829, -2.49057], [-3.22098, -0.92576, -1.21219], [0.21940, -1.66511, -1.35811], [-1.97352, 0.10317, -0.63171], [0.39566, -0.12987, -2.99008], [0.47660, -2.52692, 1.08579], [0.67897, -1.72258, 3.18021], [1.77950, 0.87197, -2.83236], [1.67910, 2.13694, -0.25082], [-4.50683, 1.69076, -0.95132], [0.05265, 1.44528, -2.27240], [-3.13269, 1.87482, -1.93706]],
  "lowdin_charge": [0.186, 0.031, -0.185, -0.159, -0.239, 0.026, 0.056, -0.005, -0.166, 0.078, 0.146, 0.072, 0.063, 0.062, 0.126, 0.031, 0.091, 0.146, 0.146, 0.119, 0.142, 0.063, 0.108, 0.059]
}

=====

3.
{
  "formula": "C2F2INO2",
  "method": "ωB97M-V/def2-TZVPD",
  "e_homo_ev": [-8.9, -9.3],
  "molar_mass_g_mol": 234.927,
  "multiplicity": 1,
  "orbital_gap_ha": [0.3022, 0.2836],
  "total_energy_ev": -21189.638,
  "e_above_lowest_kcal_mol": 107.4,
  "total_charge": 0,
  "symbols": ["I", "F", "F", "O", "O", "N", "C", "C"],
  "coordinates": [[2.68754, -0.70431, -0.89082], [1.08977, -0.66238, 1.76991], [0.06490, -1.60568, 0.13642], [-2.84369, 1.14285, -0.56817], [0.37521, 1.26905, -1.00831], [-2.33726, 0.46386, 0.21727], [0.16309, 0.65034, -0.05149], [0.80044, -0.55373, 0.39519]],
  "lowdin_charge": [0.786, 0.009, 0.065, 0.027, 0.085, 0.101, -0.247, -0.826]
}

=====

4.
{
  "formula": "C23H28Cl2N4O2PdSSe3",
  "method": "ωB97M-V/def2-TZVPD",
  "e_homo_ev": [-7.3, -7.4],
  "molar_mass_g_mol": 838.776,
  "multiplicity": 3,
  "orbital_gap_ha": [0.2753, 0.2199],
  "total_energy_ev": -269760.884,
  "e_above_lowest_kcal_mol": 17.9,
  "total_charge": 0,
  "s_squared": 2.009,
  "symbols": ["Pd", "Se", "Se", "Se", "Cl", "Cl", "S", "O", "O", "N", "N", "N", "N", "C", "C", "C", "C", "C", "C", "C", "C", "C", "C", "C", "C", "C", "C", "C", "C", "C", "C", "C", "C", "C", "C", "C", "H", "H", "H", "H", "H", "H", "H", "H", "H", "H", "H", "H", "H", "H", "H", "H", "H", "H", "H", "H", "H", "H", "H", "H", "H", "H", "H", "H"],
  "coordinates": [[-0.18189, 0.32085, 0.12862], [-4.84056, 0.64515, 1.46893], [-0.88044, -2.13426, 0.17579], [0.65695, -0.13821, 2.72771], [-5.86268, 2.04298, -3.64599], [-1.11582, 2.84554, -1.28010], [2.35946, -0.24188, -0.11045], [0.00312, 0.15697, -2.07897], [-1.94292, -0.93487, -2.18384], [2.05997, 2.09496, -1.32603], [-1.92357, 1.06573, 1.23045], [2.75442, 2.21489, 0.86238], [-2.88300, 1.84120, -3.38374], [2.92281, 3.66629, 0.82319], [1.94356, 4.23927, -0.18599], [-1.00872, -0.32938, -2.70240], [2.12705, 3.54265, -1.52135], [0.44372, 3.16473, -5.55619], [-2.81657, 3.18149, -1.35422], [-3.52796, 2.60179, -2.40869], [0.78582, -2.07060, 2.55716], [-0.47024, -2.70558, 1.99484], [-4.79480, 4.10534, -0.40205], [-0.85108, 1.35295, -4.58724], [-3.41973, 3.93696, -0.36974], [-2.78594, -2.38908, 0.34467], [-1.78529, 2.28906, -4.12861], [-0.99513, -0.10293, -4.21949], [-0.86590, -0.09314, 3.92517], [-1.60136, 3.64389, -4.38566], [-4.91127, 2.78039, -2.39432], [2.36849, 1.48012, -0.18556], [-3.07870, 0.87874, 1.29534], [-5.54377, 3.51293, -1.40584], [-0.48999, 4.08071, -5.08985], [0.24986, 1.81306, -5.29711], [-0.36417, 5.13838, -5.28613], [-2.33390, 4.35490, -4.02238], [1.30889, 3.49544, -6.11574], [3.95292, 3.91132, 0.55057], [-5.28762, 4.67174, 0.37598], [-2.82052, 4.34446, 0.43234], [-0.93684, 0.92279, 4.30432], [-0.35919, -3.79020, 1.95629], [-3.27386, 0.93728, -3.59343], [-0.15266, -0.65511, -4.63860], [-1.77899, -0.32670, 3.38595], [3.10118, 1.68552, 1.64740], [2.73333, 4.06171, 1.81960], [-2.94967, -3.44767, 0.53559], [3.09656, 3.79819, -1.95705], [-3.21633, -2.08891, -0.60507], [-6.61987, 3.61076, -1.42884], [1.00039, -2.45820, 3.55260], [1.65730, -2.24156, 1.92632], [-1.91421, -0.53825, -4.61577], [1.62688, 1.49931, -2.03024], [0.98060, 1.08924, -5.64109], [-0.69534, -0.78510, 4.74761], [-3.18617, -1.77325, 1.14584], [2.09135, 5.31286, -0.29514], [0.92569, 4.06885, 0.17061], [-1.33696, -2.47514, 2.61253], [1.35256, 3.82750, -2.23127]],
  "lowdin_charge": [0.515, 0.515, 1.033, 0.896, 0.700, 0.838, 0.623, -0.229, -0.055, 0.019, -0.086, 0.017, 0.069, -0.156, -0.172, -0.671, -0.176, -0.102, -0.536, -0.301, -0.546, -0.516, -0.088, -0.170, -0.107, -0.338, -0.248, -0.047, -0.375, -0.043, -0.582, -0.830, -0.961, -0.110, -0.095, -0.044, 0.100, 0.119, 0.095, 0.124, 0.110, 0.110, 0.028, 0.073, 0.126, 0.123, 0.002, 0.112, 0.124, 0.037, 0.126, 0.021, 0.107, 0.069, 0.038, 0.122, 0.102, 0.111, 0.033, -0.022, 0.123, 0.088, 0.060, 0.097]
}